--- A ---
One molecule with the formula CHClN2O, computed with the ωB97M-V functional and the def2-TZVPD basis.

Output
Net charge = 0
Molecular weight = 92.5 g mol⁻¹
SMILES = [H]/N=N/C(=O)Cl
Frontier orbital gap = 8.36 eV

Element x y z (Å)
H1 0.8143 -1.3174 -1.7591
N1 0.5595 -0.4207 -1.3233
N2 -0.1576 -0.4436 -0.3081
C1 -0.2894 0.5986 0.6518
O1 0.5167 1.4805 0.8918
Cl1 -1.4434 0.1026 1.8470

Results of the Mulliken charge analysis, in e, for atoms 1 through 4:
1 H 0.275
2 N -0.427
3 N 0.079
4 C 0.566

--- B ---
One molecule with the formula CHClN2O, computed with the ωB97M-V functional and the def2-TZVPD basis.

Output
Net charge = 0
Molecular weight = 92.5 g mol⁻¹
SMILES = O=C/N=N\Cl
Frontier orbital gap = 9.47 eV

Element x y z (Å)
O1 -1.2448 -1.3402 0.4134
C1 -0.8097 -0.2971 0.0486
N1 0.0769 0.0850 -0.8362
N2 1.2522 0.6533 -0.5997
Cl1 2.0634 0.2465 0.8512
H1 -1.3381 0.6524 0.1227

Results of the Mulliken charge analysis, in e, for atoms 1 through 4:
1 O -0.426
2 C 0.247
3 N -0.056
4 N -0.028

Energy comparison, zero being the most stable, in kJ/mol: A 0.0; B 127.6.

--- A ---
One molecule with the formula C5H8O3S, computed with the ωB97M-V functional and the def2-TZVPD basis.

Output
Net charge = 0
Molecular weight = 148.2 g mol⁻¹
Frontier orbital gap (alpha / beta) = 5.20 / 7.79 eV

Element x y z (Å)
C1 0.5646 -0.4017 1.0752
C2 1.1501 -0.4811 2.1911
C3 0.0667 0.1071 -0.2411
C4 1.2239 1.0980 -0.6146
C5 0.0367 -0.9797 -1.3066
O1 -3.0152 -0.7045 -0.7704
O2 -3.3723 1.1303 0.8119
O3 -1.1143 0.8429 -0.1934
S1 -2.5636 0.0633 0.4058
H1 0.7948 -1.2421 2.8253
H2 1.7727 0.2594 2.5182
H3 2.0649 0.3764 -0.5384
H4 1.2855 2.0204 0.1372
H5 0.8442 1.3883 -1.5439
H6 -0.5102 -1.8456 -0.9998
H7 1.1127 -1.2095 -1.5840
H8 -0.3413 -0.4217 -2.1726

Results of the Mulliken charge analysis, in e, for atoms 1 through 4:
1 C -0.212
2 C -0.830
3 C 1.542
4 C -1.406

--- B ---
C5H8O3S as an isolated structure, computed with the ωB97M-V functional and the def2-TZVPD basis.

Output
Net charge = 0
Molecular weight = 148.2 g mol⁻¹
Frontier orbital gap (alpha / beta) = 7.90 / 7.70 eV

Element x y z (Å)
C1 -1.8302 0.4646 0.3041
C2 -0.4637 0.0397 0.4808
C3 0.0584 0.1151 1.8761
C4 1.6510 -0.5313 -0.7814
C5 0.1974 -0.9043 -0.4765
O1 -2.6451 0.7014 1.1595
O2 -0.3417 1.3626 -2.7434
O3 -2.1202 0.7696 -1.0538
S1 -0.8780 1.7524 -1.4705
H1 -0.7056 -0.2567 2.5616
H2 0.2514 1.1492 2.1638
H3 0.9671 -0.4651 2.0010
H4 2.0821 -1.2670 -1.4548
H5 2.2497 -0.5048 0.1253
H6 1.7029 0.4433 -1.2593
H7 0.1876 -1.9026 -0.0222
H8 -0.3631 -0.9664 -1.4102

Results of the Mulliken charge analysis, in e, for atoms 1 through 4:
1 C 0.443
2 C 0.493
3 C -1.348
4 C -1.061

Energy comparison, zero being the most stable, in kJ/mol: A 356.3; B 0.0.